Entry 1:
Formula: C4H10NO
Source: the OMol25 dataset
Level of theory: the ωB97M-V functional and the def2-TZVPD basis

Atoms and positions in Å:
C1 0.12614 -0.89766 -0.80361
N1 1.44473 -2.81272 -2.59062
C2 1.19384 -2.10955 -1.04723
C3 -0.83885 2.63018 1.56108
C4 -1.55711 3.08114 2.74428
O1 -2.33689 4.08479 2.97400
H1 0.45590 -0.05020 -1.42785
H2 0.00314 -0.65287 0.23699
H3 -0.84652 -1.28716 -1.20210
H4 1.49341 -1.61075 -2.23537
H5 0.84900 -2.99902 -0.51123
H6 2.18580 -1.88827 -0.64760
H7 -0.19644 1.74719 1.60610
H8 -0.99148 3.22360 0.66703
H9 -1.45440 2.42227 3.62981
H10 0.46973 -2.88096 -2.95368

- LUMO energy: 3.086 eV
- 2S+1: 1
- HOMO level: -2.153 eV
- Frontier orbital gap: 5.24 eV
- Total charge: -1



Entry 2:
Formula: C4H10NO
Source: the OMol25 dataset
Level of theory: the ωB97M-V functional and the def2-TZVPD basis

Atoms and positions in Å:
C1 1.83807 0.66073 -0.29171
N1 0.99539 0.08886 0.78763
C2 -0.35086 -1.36056 -0.67862
C3 -0.32454 -0.37352 0.50149
C4 -1.58778 0.63237 0.36130
O1 -2.10152 0.94657 1.58857
H1 2.88102 0.45162 -0.06261
H2 1.64589 0.23819 -1.28193
H3 1.63402 1.72948 -0.35967
H4 1.00782 0.74246 1.55335
H5 -1.20239 -2.02874 -0.56205
H6 0.59780 -1.84252 -0.91321
H7 -0.64434 -0.78571 -1.57251
H8 -0.84713 -0.79223 1.36535
H9 -2.30618 0.11008 -0.31806
H10 -1.23528 1.58292 -0.11734

- LUMO energy (spin up / spin down): 7.008 / 7.314 eV
- 2S+1: 2
- HOMO level (spin up / spin down): 4.327 / 0.775 eV
- Frontier orbital gap (spin up / spin down): 2.68 / 6.54 eV
- Total charge: -2



Entry 3:
Formula: C4H10NO
Source: the OMol25 dataset
Level of theory: the ωB97M-V functional and the def2-TZVPD basis

Atoms and positions in Å:
C1 0.75606 0.35499 1.06425
C2 -0.17889 0.63854 -0.11726
C3 0.15811 -0.06862 -1.42855
C4 -1.08772 -0.10678 -2.29577
O1 -2.20253 0.05568 -1.87337
N1 0.23531 -0.63903 2.05698
H1 1.71194 -0.01265 0.70898
H2 0.97408 1.25585 1.62433
H3 -1.17746 0.32578 0.17796
H4 -0.24412 1.71991 -0.24453
H5 0.99001 0.43146 -1.93494
H6 0.56298 -1.07866 -1.27875
H7 -0.94983 -0.09576 -3.38897
H8 0.23005 -0.27233 3.02428
H9 0.92799 -1.52704 2.07307
H10 -0.70597 -0.98134 1.83230

- LUMO energy (spin up / spin down): 0.936 / 0.707 eV
- 2S+1: 2
- HOMO level (spin up / spin down): -3.830 / -10.283 eV
- Frontier orbital gap (spin up / spin down): 4.77 / 10.99 eV



Entry 4:
Formula: C4H10NO
Source: the OMol25 dataset
Level of theory: the ωB97M-V functional and the def2-TZVPD basis

Atoms and positions in Å:
C1 -2.30110 -0.14025 0.31471
C2 2.06927 0.79379 -0.50246
C3 -1.37587 -0.37994 -0.86683
C4 1.17821 0.10099 0.61948
N1 0.41996 -0.88259 0.15261
O1 0.59916 -2.04253 0.17610
H1 -2.36451 0.92635 0.52614
H2 -3.30112 -0.64679 0.18866
H3 -1.82871 -0.60271 1.27099
H4 2.81466 1.42370 0.14660
H5 2.63887 0.01577 -0.91894
H6 1.50279 1.53213 -1.07583
H7 -0.87571 0.59730 -1.04185
H8 -1.28537 -1.21109 -1.46218
H9 0.37317 0.88380 1.07215
H10 1.73631 -0.36793 1.40066

- LUMO energy: -5.751 eV
- 2S+1: 1
- HOMO level: -14.837 eV
- Frontier orbital gap: 9.09 eV
- Total charge: +1



Table of energy (Ha), in record order: -288.2494, -288.1875, -288.2610, -287.9465
Table of ΔE to the lowest compared entry with this formula, charge and spin (kJ/mol), in record order: 373.34, 95.96, 173.27, 568.60
Table of molecular weight (g/mol), in record order: 88.13, 88.13, 88.13, 88.13